(1)
The following is a DFT calculation (wB97M-V/def2-TZVPD) of C5H7NO in the gas phase in a non-equilibrium geometry.

maximum force: 5.9 eV/Å
HOMO energy: -10.221 eV
SMILES string: C[C@@]1(C#N)C[C@H]1O
multiplicity: 1
LUMO level: 0.58 eV
total energy: -8833.6101 eV
ΔE to the lowest compared entry with this formula, charge and spin: 2.593 eV

Element x y z (Å)
1 C -1.883616 -0.225752 0.061454
2 C 0.269399 -0.590943 -1.144787
3 C 0.376726 -1.105418 0.223707
4 C -0.489452 0.090744 -0.106325
5 C -0.052691 1.479840 0.399579
6 N -2.932354 -0.572201 0.277003
7 O 1.627847 -1.136641 0.925733
8 H 1.276480 -0.163155 -1.590397
9 H -0.349731 -1.059789 -2.104129
10 H -0.169720 -1.979957 0.539925
11 H 0.964653 1.381036 0.518491
12 H -0.369845 1.798561 1.415597
13 H -0.275924 2.311012 -0.373300
14 H 2.008231 -0.227341 0.957451

Force components x, y, z for each atom (eV/Å):
2.7 0.7 -0.6
1.1 -1.1 -5.7
0.9 -1.5 0.8
-0.1 2.3 2.3
-2.1 1.0 -1.1
-3.0 -0.8 0.5
-0.8 1.6 -0.6
-2.3 -0.4 1.3
1.7 0.8 2.9
-0.1 -0.1 -0.2
2.6 0.3 -0.1
-0.5 -0.5 -0.8
0.3 -1.4 1.3
-0.4 -1.0 -0.1

---

(2)
The following is a DFT calculation (wB97M-V/def2-TZVPD) of C5H7NO in the gas phase.

maximum force: 0.4 eV/Å
HOMO energy: -9.844 eV
SMILES string: [H]/N=C1\OC[C@H]2C[C@@H]12
multiplicity: 1
LUMO level: 0.97 eV
total energy: -8834.6400 eV
ΔE to the lowest compared entry with this formula, charge and spin: 1.563 eV

Element x y z (Å)
1 N 1.687574 -1.757893 -0.184480
2 C 0.997014 -0.715786 -0.324771
3 O 1.401723 0.401951 -1.010136
4 C 0.441359 1.432100 -0.780218
5 C -0.878033 0.727039 -0.551654
6 C -1.333200 -0.616625 -1.071208
7 C -0.426316 -0.531308 0.126448
8 H 2.603681 -1.633930 -0.621163
9 H 0.540814 2.187478 -1.557920
10 H 0.662169 1.897218 0.193564
11 H -1.665397 1.327575 -0.110816
12 H -0.949876 -1.134677 -1.948902
13 H -2.384156 -0.818301 -0.867689
14 H -0.682947 -0.761240 1.151204

Force components x, y, z for each atom (eV/Å):
0.1 0.2 0.0
-0.2 -0.1 0.2
0.0 -0.1 0.0
-0.1 0.2 -0.1
0.0 0.2 0.3
0.0 0.0 -0.1
0.1 -0.2 0.2
-0.1 0.0 0.1
-0.1 -0.2 -0.2
0.1 0.2 -0.3
0.1 0.0 0.1
0.0 0.4 0.1
0.2 0.1 -0.1
-0.1 -0.4 -0.2

---

(3)
The following is a DFT calculation (wB97M-V/def2-TZVPD) of 2 unconnected molecules or ions with the total composition C5H7NO in a non-equilibrium geometry.

maximum force: 3.7 eV/Å
HOMO energy (alpha / beta): -7.226 / -7.807 eV
multiplicity: 1
LUMO level (alpha / beta): 0.22 / 0.15 eV
total energy: -8829.7123 eV
ΔE to the lowest compared entry with this formula, charge and spin: 6.491 eV

Element x y z (Å)
1 C -1.417198 -2.205121 -0.232501
2 C -0.933809 -1.138410 0.165354
3 C 1.590324 -0.371320 -0.307804
4 C -1.078424 1.208599 -0.295324
5 C -0.644309 0.136185 0.660776
6 N 2.292300 -0.590374 0.653268
7 O -0.242542 0.353072 1.940496
8 H -1.783217 -3.072410 -0.722367
9 H 1.712012 -0.710223 -1.435883
10 H -1.698637 1.928668 0.365168
11 H -1.716202 0.750994 -1.146604
12 H -0.276157 1.793334 -0.757451
13 H 3.075144 -1.124105 0.619089
14 H 0.618484 0.062969 2.232043

Force components x, y, z for each atom (eV/Å):
1.2 2.3 0.5
-1.7 -2.9 0.1
-1.3 -0.2 -2.3
-1.9 1.3 0.6
2.6 -0.9 -1.5
-2.4 1.7 1.5
-1.9 1.1 -0.6
0.0 -0.2 0.1
-0.3 0.5 1.9
0.6 -0.8 -1.4
1.0 0.8 1.7
-0.1 -0.2 0.3
3.2 -1.9 -0.2
1.0 -0.7 -0.6